Entry 1:
The following is a quantum chemistry calculation of a 5-piece molecular cluster, C23H35F12IO10 overall, from OMol25.

Geometry (Å):
I1 -3.29040 3.60224 0.00722
F1 6.73382 -6.38019 -2.29597
F2 5.17949 -7.62286 -1.45938
F3 6.11440 -8.17119 -3.33688
F4 -3.56833 6.09366 4.73832
F5 3.50668 2.10474 -6.96700
F6 1.12130 -1.62791 0.40319
F7 1.61962 -0.42007 2.12756
F8 1.88632 3.45734 -6.45203
F9 3.65955 3.34827 -5.19412
F10 2.98080 -0.48769 0.43829
F11 -5.01611 4.72213 5.58723
F12 -4.12619 4.29271 3.65216
O1 -6.88614 5.88072 4.00934
O2 -5.22343 6.79083 2.78540
O3 1.71833 2.01569 -3.97550
O4 3.43822 -6.36433 -3.14692
O5 2.00935 0.39328 -5.51520
O6 5.20136 -5.61823 -4.32747
O7 3.10574 -3.30045 0.84859
O8 -3.34591 -2.08155 2.71878
O9 3.21685 -2.46642 2.94492
O10 -3.13558 0.20511 0.95394
C1 3.95483 -3.52288 -4.47555
C2 2.14188 1.51797 -5.12850
C3 -6.17448 7.52889 1.99450
C4 -2.59007 -2.13596 1.52433
C5 1.02700 1.09597 -3.10675
C6 3.84312 -4.48193 1.22090
C7 2.13245 -1.21470 1.18515
C8 -2.55901 -1.99335 3.89256
C9 4.32949 -4.82195 -5.15714
C10 -2.13035 -0.78110 0.99865
C11 2.81734 2.62744 -5.95099
C12 -1.66899 2.80422 1.18109
C13 1.99022 0.22875 -2.32798
C14 2.87961 -2.40791 1.79980
C15 -2.13592 1.97216 2.37508
C16 -3.27713 0.99043 2.11895
C17 4.61230 -6.32726 -3.37521
C18 -0.66374 2.09211 0.28537
C19 -5.72999 6.02181 3.73919
C20 2.94465 -5.49739 1.89273
C21 -6.63012 8.78266 2.70985
C22 -4.59128 5.27269 4.44837
C23 5.66559 -7.13673 -2.60561
H1 -1.68444 -2.72050 1.71080
H2 2.08944 -5.72657 1.25655
H3 4.23632 -4.88506 0.29023
H4 -5.64959 7.78382 1.07668
H5 1.44368 -0.39558 -1.62949
H6 0.45114 1.71451 -2.42246
H7 -7.28560 9.36631 2.06477
H8 -1.15196 1.57266 -0.52815
H9 2.56472 -0.41609 -2.99353
H10 -3.44111 0.39646 3.01336
H11 -7.17220 8.53892 3.62273
H12 4.85129 -2.97403 -4.18527
H13 4.69250 -4.21735 1.84905
H14 -2.92352 -1.18755 4.52279
H15 -1.23894 -0.47772 1.54475
H16 -2.39589 2.60545 3.21223
H17 3.44984 -5.40140 -5.43253
H18 0.32366 0.49638 -3.68312
H19 -7.01385 6.88719 1.73078
H20 -1.81530 -0.94133 -0.02978
H21 -3.16086 -2.69209 0.79126
H22 -0.04126 2.85830 -0.16903
H23 3.36363 -2.90147 -5.14710
H24 3.49554 -6.41582 2.08970
H25 2.55909 -5.11521 2.83748
H26 -0.05068 1.42138 0.86970
H27 2.69810 0.84694 -1.77739
H28 -1.51347 -1.78323 3.68066
H29 -1.16164 3.66990 1.57893
H30 4.89605 -4.62536 -6.06425
H31 -1.26915 1.39386 2.69111
H32 -2.65404 -2.91818 4.45671
H33 -5.77179 9.39498 2.98763
H34 -4.17876 1.57425 1.97433
H35 3.37193 -3.70654 -3.57340

Cartesian forces (eV/Å) of the 2 atoms listed first:
0.12 0.12 0.06
-0.28 0.01 -0.10

Values from the calculation:
- Total charge: 0
- SMILES: COCCOCC[C@@H](C)I.CCOC(=O)C(F)(F)F.CCOC(=O)C(F)(F)F.CCOC(=O)C(F)(F)F.CCOC(=O)C(F)(F)F
- E: -3145.90997 Ha
- HOMO: -0.337 hartree



Entry 2:
The following is a quantum chemistry calculation of a 3-piece molecular cluster, C23H35F9N4S2 overall, from OMol25.

Geometry (Å):
S1 1.70860 2.11115 -4.19625
S2 -1.60304 1.73844 -0.33882
F1 2.57751 -1.14953 -1.97734
F2 3.65218 0.72978 -3.15815
F3 3.16845 2.56172 -4.73326
F4 1.16066 3.51418 -4.73680
F5 2.04164 2.83561 -2.81542
F6 1.38750 1.49689 -5.65116
F7 1.26453 0.49445 -1.51019
F8 2.64001 -0.27947 -4.71720
F9 0.21218 1.74926 -3.76643
N1 -5.10687 1.10830 -0.05177
N2 6.46022 7.29319 -0.66589
N3 -4.45798 -0.93753 2.93153
N4 -2.13303 -4.62179 2.20485
C1 1.44843 0.46197 4.49557
C2 -1.12437 -0.63515 2.30287
C3 -1.03129 -1.36440 -0.94461
C4 5.18329 6.65134 -2.85784
C5 1.32676 -0.43130 3.23116
C6 0.51503 -1.22707 -3.05321
C7 -0.87524 -0.93522 -2.43196
C8 1.65139 -0.29260 -2.52858
C9 -3.25363 -4.41136 2.19811
C10 5.90684 7.01450 -1.62133
C11 -5.43565 -5.08401 3.14705
C12 -2.34585 0.23235 1.88901
C13 -4.04790 0.78223 0.15562
C14 -5.26776 -6.55394 2.77617
C15 -2.60201 0.34292 0.32809
C16 2.42974 0.46503 -3.64552
C17 1.15095 -1.95030 3.54101
C18 -4.70596 -4.13850 2.18849
C19 -3.63035 -0.30599 2.50926
C20 0.22735 0.13431 2.26186
C21 4.32467 5.40479 -2.62470
C22 -2.46788 -1.01471 -0.43747
C23 5.14603 4.18535 -2.22171
H1 -6.49887 -4.83529 3.14704
H2 -5.08216 -4.26108 1.17066
H3 0.66073 0.13097 1.23867
H4 -1.21048 0.10699 -2.57712
H5 0.44994 -2.09398 4.38086
H6 4.55497 7.49136 -3.15658
H7 5.89055 3.94519 -2.98447
H8 -2.26068 1.27000 2.26152
H9 3.77428 5.17701 -3.54046
H10 -0.23629 -0.99568 -0.27906
H11 4.49807 3.31762 -2.09525
H12 -5.06990 -4.92975 4.16488
H13 -4.22211 -6.86360 2.82634
H14 -4.86263 -3.10192 2.48515
H15 0.79210 -2.28806 -2.96646
H16 2.14579 -2.33291 3.83682
H17 1.55472 1.52687 4.21906
H18 2.36961 0.14924 5.02739
H19 -1.28895 -0.89649 3.36865
H20 -0.95544 -2.47260 -0.93408
H21 -5.82691 -7.18668 3.46701
H22 3.58392 5.60804 -1.84733
H23 -1.60395 -1.54704 -3.00619
H24 5.90943 6.47287 -3.65280
H25 -2.76297 -1.80949 0.27871
H26 -3.13379 -1.02943 -1.31812
H27 0.41777 -1.02328 -4.13981
H28 2.29067 -0.33453 2.68888
H29 0.80076 -2.46813 2.63128
H30 -0.32833 1.59349 0.10666
H31 0.07307 1.20660 2.50025
H32 -5.63538 -6.74793 1.76567
H33 -1.10799 -1.59550 1.76310
H34 5.66446 4.34408 -1.27421
H35 0.58334 0.30957 5.16721

Cartesian forces (eV/Å) of the 2 atoms listed first:
0.09 1.91 -2.13
-0.23 0.77 -0.58

Values from the calculation:
- Total charge: 0
- SMILES: CC(C)CC[C@H](C#N)[C@](S)(C#N)CCCCC(F)(F)C(F)(F)S(F)(F)(F)(F)F.CCCC#N.CCCC#N
- E: -2811.46724 Ha
- HOMO: -0.368 hartree



Entry 3:
The following is a quantum chemistry calculation of C23H35MgN5OPS as an isolated structure, from OMol25.

Geometry (Å):
S1 5.31750 1.33114 -0.05667
P1 -2.84084 0.98718 0.19907
Mg1 0.54905 -0.35289 -0.12661
O1 -1.67591 0.08016 0.20014
N1 -3.13771 1.53944 -1.33660
N2 3.27156 -0.24405 0.13992
N3 -4.31201 0.27106 0.58551
N4 0.12437 -2.12956 -0.56621
N5 -2.72773 2.15626 1.37611
C1 0.40686 2.85571 -0.46069
C2 4.39748 -1.05180 0.17449
C3 -2.20965 1.24802 -2.42468
C4 1.24636 1.74777 -0.27324
C5 0.84046 4.17593 -0.47226
C6 0.60561 -3.43850 -0.38760
C7 2.18316 4.46484 -0.26336
C8 2.60053 2.09279 -0.10575
C9 -0.47162 -4.47968 -0.81077
C10 4.39990 -2.44316 0.27363
C11 3.06101 3.41364 -0.07916
C12 1.86559 -3.74459 -1.24779
C13 0.94080 -3.75899 1.09515
C14 -4.69314 -0.79780 -0.34703
C15 -1.54817 2.27182 2.22058
C16 6.82130 -2.41330 0.22117
C17 -3.60442 3.30370 1.44506
C18 -4.21118 2.43898 -1.69361
C19 -4.40986 -0.20831 1.96562
C20 5.61773 -0.36601 0.09050
C21 5.60975 -3.10786 0.29653
C22 3.58085 1.00064 0.01951
C23 6.83687 -1.03506 0.11581
H1 -3.14874 4.19389 0.99397
H2 2.32668 -4.71898 -1.02628
H3 -0.88882 1.42442 2.05936
H4 3.46287 -2.97809 0.32091
H5 -0.65569 2.69350 -0.60436
H6 -4.16132 0.59176 2.65975
H7 -1.85746 2.28060 3.27265
H8 4.11082 3.62790 0.09128
H9 -0.99300 3.18761 2.00962
H10 -5.43686 -0.52805 2.15420
H11 -4.01368 -1.65428 -0.27860
H12 -1.35725 -4.34265 -0.18589
H13 7.75659 -2.95854 0.24038
H14 1.58238 -3.72606 -2.30304
H15 -3.82266 3.53427 2.49297
H16 1.56180 -2.96041 1.50341
H17 -4.63491 2.13117 -2.65507
H18 2.53958 5.48780 -0.24932
H19 -2.77320 0.84137 -3.27054
H20 2.60071 -2.95103 -1.09441
H21 5.61682 -4.18803 0.36812
H22 -1.68244 2.14676 -2.75819
H23 0.13301 4.98249 -0.64106
H24 -4.67670 -0.42642 -1.36962
H25 -5.70784 -1.12441 -0.11035
H26 1.44593 -4.72768 1.23371
H27 -3.74023 -1.05637 2.14846
H28 -0.12962 -5.52157 -0.72333
H29 0.01096 -3.76722 1.66952
H30 -0.75432 -4.28295 -1.84694
H31 -4.55216 3.10065 0.95058
H32 -3.86974 3.47625 -1.79622
H33 7.76959 -0.49018 0.04745
H34 -1.48424 0.49989 -2.11376
H35 -5.01139 2.39507 -0.95615

Cartesian forces (eV/Å) of the 2 atoms listed first:
-0.12 -0.04 0.01
-0.39 -0.33 0.00

Values from the calculation:
- Total charge: -1
- E: -2186.12397 Ha
- HOMO: -0.051 hartree
- ΔE to the lowest compared entry with this formula, charge and spin: 0.0 kcal per mole



> Which of these has the highest HOMO?

C23H35MgN5OPS



> Among the records above, which one has the lowest total charge?

C23H35MgN5OPS



> Among the records above, which one has the highest E?

C23H35MgN5OPS